Entry 1:
An isolated molecule of C2H3NOS2, computed with ωB97M-V/def2-TZVPD.

XYZ file:
```
9
Properties=species:S:1:pos:R:3:forces:R:3:mulliken_charge:R:1
S -2.3058 2.0078 0.2906 -1.206 0.315 0.132 -0.29
S 1.2100 0.5860 -1.6370 0.007 -0.226 -0.120 -0.27
O -1.1209 -0.3134 0.2219 -0.309 -0.940 -0.188 -0.23
N 0.1172 -0.9838 0.2303 -0.574 0.637 0.399 -0.09
C 1.1272 -0.6555 -0.5833 0.356 -0.023 -0.030 -0.01
C -1.0900 1.0230 0.4366 2.644 0.131 -0.422 0.07
H 1.9783 -1.3406 -0.4449 -0.387 0.129 0.065 0.28
H 0.1312 -1.6993 0.9466 0.084 0.153 -0.284 0.24
H -0.0470 1.3757 0.5391 -0.615 -0.177 0.449 0.29
```
Forces are in eV/Å.

For the total energy, the calculation gives -27327.8365 eV. Its LUMO energy is 0.09 eV. The total charge is 0. For the energy above the lowest of the compared OMol25 structures with the same formula, charge and spin, the calculation gives 2.941 eV.

***

Entry 2:
An isolated molecule of C2H3NOS2, computed with ωB97M-V/def2-TZVPD.

XYZ file:
```
9
Properties=species:S:1:pos:R:3:forces:R:3:mulliken_charge:R:1
S 0.0369 1.4742 1.4957 -1.199 -1.620 0.149 -0.39
S 0.0529 -1.3077 -1.6493 -1.142 -4.140 -3.741 -0.45
O 1.2412 0.7126 -0.7554 2.314 0.630 0.681 -0.52
N -1.3183 -0.8599 0.8725 -1.118 -3.051 4.430 -0.42
C 0.2790 -0.2018 -0.6401 3.257 5.653 3.116 0.54
C -0.4323 0.0741 0.6227 -0.067 1.118 1.628 0.35
H -1.1549 -1.7709 0.2638 -0.731 2.322 1.434 0.22
H -1.6347 -1.0197 2.0291 1.062 0.779 -4.830 0.33
H 1.5707 1.2116 0.2050 -2.377 -1.692 -2.867 0.34
```
Forces are in eV/Å.

For the total energy, the calculation gives -27328.6426 eV. Its LUMO energy is -1.22 eV. The total charge is 0. For the energy above the lowest of the compared OMol25 structures with the same formula, charge and spin, the calculation gives 2.134 eV.

***

Entry 3:
An isolated molecule of C2H3NOS2, computed with ωB97M-V/def2-TZVPD.

XYZ file:
```
9
Properties=species:S:1:pos:R:3:forces:R:3:mulliken_charge:R:1
S 2.7251 -0.5580 -0.4524 -1.917 0.670 -0.173 -0.13
S -1.8474 1.2090 -0.4756 2.771 -0.798 -0.056 -0.10
O 1.3756 0.9316 1.1106 -0.559 -0.138 -0.616 -0.43
N 1.3303 0.2634 0.0803 1.817 0.431 1.298 0.31
C -1.1258 -0.2637 0.3202 0.086 -0.272 0.064 -0.45
C 0.0494 0.0513 -0.5247 -2.474 0.196 -0.572 -0.28
H -0.9548 -0.1240 1.3809 0.096 -0.034 0.042 0.32
H -1.6571 -1.1828 0.0934 0.121 -0.015 -0.046 0.28
H 0.1047 -0.3268 -1.5326 0.059 -0.040 0.059 0.48
```
Forces are in eV/Å.

For the total energy, the calculation gives -27326.1230 eV. Its LUMO energy (alpha / beta) is -2.27 / -2.32 eV. The total charge is 0. For the energy above the lowest of the compared OMol25 structures with the same formula, charge and spin, the calculation gives 4.654 eV.

***

Entry 4:
A 2-piece molecular cluster, C2H3NOS2 overall, computed with ωB97M-V/def2-TZVPD.

XYZ file:
```
9
Properties=species:S:1:pos:R:3:forces:R:3:mulliken_charge:R:1
S 0.4365 1.5009 3.9993 0.579 0.154 1.721 -0.19
S 0.8961 -2.2582 -1.5258 3.087 1.501 -1.939 -0.16
O -0.8470 -0.2822 -1.4202 -0.437 0.873 -0.390 -0.44
N -0.1115 1.6989 2.5583 -1.295 -0.382 -4.181 -0.11
C -0.4853 1.7255 1.4393 0.177 -0.513 1.100 0.00
C 0.1581 -0.6741 -1.9208 0.471 -2.025 1.312 0.17
H -0.0549 -2.8518 -1.0066 -3.013 -1.404 1.678 0.13
H 0.8814 -0.2234 -2.5813 -0.086 1.125 -0.584 0.31
H -0.8733 1.3644 0.4578 0.516 0.673 1.283 0.30
```
Forces are in eV/Å.

For the total energy, the calculation gives -27327.7860 eV. Its LUMO energy is 0.24 eV. The total charge is 0. For the energy above the lowest of the compared OMol25 structures with the same formula, charge and spin, the calculation gives 2.991 eV.

***

Entry 5:
An isolated molecule of C2H3NOS2, computed with ωB97M-V/def2-TZVPD.

XYZ file:
```
9
Properties=species:S:1:pos:R:3:forces:R:3:mulliken_charge:R:1
S -2.0389 0.4193 1.7762 0.034 0.137 -0.050 -0.30
S 1.9665 -0.1543 -1.7939 0.513 -0.079 -0.005 -0.37
O -0.3209 -0.4901 -0.5158 -0.076 -0.406 0.274 -0.12
N 0.3023 0.0677 0.5876 1.287 -0.510 -1.611 0.00
C -0.4269 0.5383 1.5648 -0.658 0.423 1.152 -0.16
C 0.4633 -0.6639 -1.5845 -0.744 0.261 -0.078 0.18
H 0.2268 1.0432 2.2815 -0.081 -0.137 0.049 0.28
H -0.1567 -1.1554 -2.3345 0.175 -0.013 0.052 0.32
H 1.3210 0.0736 0.4669 -0.451 0.324 0.218 0.17
```
Forces are in eV/Å.

For the total energy, the calculation gives -27328.1023 eV. Its LUMO energy is -0.39 eV. The total charge is 0. For the energy above the lowest of the compared OMol25 structures with the same formula, charge and spin, the calculation gives 2.675 eV.

***

Entry 6:
A 2-piece molecular cluster, C2H3NOS2 overall, computed with ωB97M-V/def2-TZVPD.

XYZ file:
```
9
Properties=species:S:1:pos:R:3:forces:R:3:mulliken_charge:R:1
S 1.4508 0.9153 0.4475 -1.578 -0.451 -2.687 0.18
S 2.3033 -0.7129 -0.2096 0.985 0.447 0.203 -0.38
O -2.0591 -0.1021 0.7776 -3.287 1.160 0.206 -0.42
N -0.3335 -1.5519 0.4513 0.181 -2.285 -0.127 -0.32
C -1.3671 -0.9878 0.5175 2.701 0.585 0.213 0.45
C 0.1581 1.3220 -0.5366 2.670 0.066 2.989 -0.47
H -0.3938 0.8720 -1.3042 -0.016 -1.031 -1.081 0.38
H -0.2221 2.2011 -0.1182 -0.938 1.414 0.290 0.28
H 0.4633 -1.9556 -0.0252 -0.718 0.096 -0.005 0.31
```
Forces are in eV/Å.

For the total energy, the calculation gives -27328.3986 eV. Its LUMO energy (alpha / beta) is -1.35 / -1.35 eV. The total charge is 0. For the energy above the lowest of the compared OMol25 structures with the same formula, charge and spin, the calculation gives 2.378 eV.